H2N2O2 | ωB97M-V/def2-TZVPD

XYZ file:
```
6
Properties=species:S:1:pos:R:3:forces:R:3:lowdin_charge:R:1
N 0.148440 0.126202 -0.206303 -0.5 -0.5 0.7 0.16
N 0.855172 0.728539 -1.182218 -0.4 -0.3 0.6 -0.53
O 0.324844 1.659064 -1.728244 -0.4 0.8 -0.5 0.06
O 1.945286 0.275178 -1.408905 0.9 -0.3 -0.2 0.06
H -0.769646 0.473718 0.018313 0.2 0.2 -0.3 0.12
H 0.554410 -0.657082 0.279243 0.2 0.2 -0.3 0.12
```
Positions in Å, forces in eV/Å.

E_tot, eV: -7104.3184
Energy relative to the best compared isomer or geometry (same formula, charge and spin), kcal per mole: 29.1
E_HOMO, Ha: -0.41435
Structure (SMILES): N[N+](=O)[O-]
Multiplicity: 1